46
Properties=species:S:1:pos:R:3:forces:R:3 method="wB97M-V/def2-TZVPD" gap_ev=8.72 de_lowest_ev=0.235 energy_ha=-1392.426811
C 2.15010 0.61272 -3.92751 0.5 0.1 -0.2
N 0.88406 0.38519 -3.29357 -0.5 -0.1 0.7
N -0.20227 0.10532 -4.02050 -0.1 -0.1 -0.9
C -1.15411 -0.03457 -3.12998 0.4 0.1 0.1
N -0.74238 0.14692 -1.86316 -0.1 0.0 0.4
C 0.54284 0.41267 -1.98431 -0.1 -0.1 -0.3
C 1.49860 0.69303 -0.87477 0.0 0.4 -0.1
O 1.66886 -0.42991 -0.01928 0.3 -0.3 0.0
C 0.69049 -0.64899 0.87193 -1.1 0.4 0.6
N -0.30091 0.18830 0.88891 0.9 0.1 -0.6
N -1.25588 -0.02203 1.77507 -0.3 -0.9 0.9
C -2.42625 0.64421 1.97653 0.2 0.0 0.0
C -2.85997 1.78401 1.18930 0.0 0.2 -0.1
C -4.18280 1.90159 0.75751 0.1 0.2 -0.1
F -5.06358 0.94631 1.07796 0.1 0.1 0.0
C -4.61465 2.95895 -0.02120 -0.1 -0.1 0.1
C -3.71502 3.94212 -0.39257 0.1 -0.2 0.1
C -2.39674 3.86905 0.02181 0.2 0.0 0.0
C -1.99117 2.80407 0.80266 -0.3 0.1 -0.1
F -0.71341 2.78654 1.22978 -0.2 0.1 0.0
N -3.08145 0.05726 2.95878 -0.6 0.9 -0.4
N -2.38548 -0.97079 3.40778 0.6 -1.1 0.5
C -1.27511 -1.05263 2.69800 -0.2 0.6 -0.3
C -0.19169 -1.95021 2.68126 0.4 0.1 -0.4
C 0.80655 -1.77727 1.76334 -0.2 -0.3 0.4
C 1.95943 -2.72089 1.68909 -0.1 0.0 0.1
C 2.28848 -3.32941 0.30707 -0.1 -0.3 -0.2
C 3.74689 -2.87140 0.45109 0.3 0.0 -0.2
C 3.38271 -2.11975 1.73912 0.2 0.1 0.3
H 2.89584 -0.09640 -3.56409 0.0 0.0 0.0
H 2.49715 1.63152 -3.74568 0.0 -0.1 0.0
H 2.00479 0.46796 -4.99619 0.0 0.0 0.1
H -2.16568 -0.27045 -3.38707 -0.2 -0.1 -0.2
H 1.12971 1.54108 -0.28718 0.2 -0.1 -0.1
H 2.49415 0.90361 -1.27104 -0.1 0.0 0.1
H -5.64704 2.99437 -0.33079 -0.1 0.0 0.0
H -4.04144 4.76887 -1.00331 0.0 0.1 0.0
H -1.67959 4.62880 -0.24487 0.1 0.1 0.0
H -0.18384 -2.76456 3.38752 0.1 -0.1 0.0
H 1.81982 -3.49257 2.44860 0.0 0.1 0.0
H 2.13789 -4.40483 0.24243 -0.1 0.0 0.0
H 1.75865 -2.85003 -0.51118 0.0 0.0 0.0
H 4.11345 -2.24404 -0.35750 0.1 0.0 -0.1
H 4.44647 -3.68967 0.60733 0.0 0.0 0.0
H 3.95568 -2.39536 2.62180 0.0 0.0 0.1
H 3.39787 -1.03874 1.63110 0.0 0.0 0.0